Below is a cluster of 5 separate species, C27H33F20NO10 in total, with properties calculated with wB97M-V/def2-TZVPD.

Properties
* F_max: 0.1647 Eh/bohr
* SMILES: O=C1CC[C@@H](CCOCC(F)(F)C(F)(F)C(F)(F)C(F)F)N1.CCOC(=O)C(F)(F)F.CCOC(=O)C(F)(F)F.CCOC(=O)C(F)(F)F.CCOC(=O)C(F)(F)F
* HOMO energy: -9.79 eV

```
91
Properties=species:S:1:pos:R:3:lowdin_charge:R:1
O 5.37 3.03 2.19 -0.082
C 4.92 3.25 0.93 -0.250
C 4.49 2.07 -0.18 -0.092
C 4.06 3.00 -1.48 -0.161
C 3.82 4.56 -0.94 -0.278
C 2.20 4.66 -0.74 -0.117
C 1.72 5.27 0.71 -0.189
O 0.49 6.08 0.60 -0.197
C -0.73 5.24 0.70 -0.049
C -1.63 5.53 -0.68 -0.132
F -2.68 6.58 -0.46 0.009
F -0.65 6.16 -1.64 -0.009
C -2.18 4.17 -1.41 -0.084
F -2.64 4.47 -2.81 0.021
F -0.99 3.26 -1.59 0.003
C -3.33 3.35 -0.58 -0.115
F -4.11 4.16 0.39 0.018
F -4.32 2.86 -1.61 0.005
C -2.78 1.98 0.17 -0.054
F -4.02 1.26 0.65 -0.037
F -1.97 2.24 1.39 -0.016
N 4.75 4.59 0.25 0.040
H 3.54 1.45 0.20 0.109
H 5.42 1.36 -0.40 0.134
H 5.05 2.93 -2.14 0.120
H 3.14 2.54 -2.08 0.123
H 4.18 5.17 -1.89 0.153
H 1.80 5.40 -1.59 0.134
H 1.64 3.61 -0.86 0.113
H 1.64 4.44 1.57 0.147
H 2.59 5.99 1.06 0.134
H -1.31 5.61 1.65 0.164
H -0.36 4.13 0.76 0.128
H -2.23 1.25 -0.60 0.194
H 4.77 5.45 0.84 0.130
C -1.44 -2.22 0.14 -0.060
C -0.49 -1.99 1.29 -0.201
O 0.87 -2.20 0.88 0.017
C 1.47 -1.16 0.22 -0.318
O 0.91 -0.09 -0.03 0.126
C 2.92 -1.49 -0.12 -0.459
F 3.06 -2.75 -0.64 0.116
F 3.73 -1.45 0.98 0.153
F 3.47 -0.64 -1.04 0.130
H -1.29 -3.21 -0.30 0.086
H -2.48 -2.13 0.47 0.085
H -1.28 -1.49 -0.66 0.068
H -0.69 -2.71 2.09 0.128
H -0.61 -0.99 1.73 0.124
C 3.23 -5.63 -0.42 -0.060
C 3.38 -5.82 -1.92 -0.205
O 3.57 -7.20 -2.24 0.012
C 2.43 -7.97 -2.30 -0.325
O 1.30 -7.53 -2.09 0.141
C 2.77 -9.40 -2.70 -0.471
F 3.84 -9.90 -2.02 0.138
F 3.08 -9.51 -4.02 0.142
F 1.75 -10.27 -2.48 0.139
H 4.08 -6.08 0.11 0.091
H 3.16 -4.57 -0.16 0.057
H 2.33 -6.13 -0.05 0.066
H 4.28 -5.29 -2.26 0.128
H 2.53 -5.40 -2.47 0.127
C -6.29 5.14 -1.10 -0.057
C -6.25 6.20 -2.19 -0.198
O -7.57 6.68 -2.49 0.011
C -8.07 7.63 -1.64 -0.325
O -7.47 8.06 -0.67 0.143
C -9.46 8.08 -2.10 -0.471
F -10.26 7.04 -2.45 0.138
F -9.39 8.89 -3.20 0.142
F -10.13 8.78 -1.15 0.140
H -6.98 4.34 -1.38 0.094
H -5.30 4.72 -0.93 0.032
H -6.66 5.56 -0.16 0.087
H -5.85 5.75 -3.11 0.128
H -5.58 7.03 -1.93 0.127
C 2.46 -9.49 3.39 -0.062
C 1.14 -8.81 3.69 -0.208
O 1.35 -7.60 4.43 0.013
C 1.73 -6.50 3.70 -0.317
O 1.89 -6.50 2.49 0.136
C 1.87 -5.27 4.61 -0.469
F 2.56 -5.55 5.76 0.142
F 0.66 -4.78 5.00 0.140
F 2.53 -4.24 4.01 0.141
H 3.02 -9.67 4.32 0.085
H 2.30 -10.45 2.90 0.084
H 3.10 -8.88 2.75 0.076
H 0.52 -9.46 4.31 0.127
H 0.58 -8.60 2.77 0.127
```